(1)
This record from the Open Molecules 2025 dataset describes a molecular structure, C39H49ClN4OP2SW. The level of theory is ωB97M-V with the def2-TZVPD basis set.

Element x y z (Å)
W1 0.561 0.496 0.436
N1 -2.619 0.524 3.468
C1 -1.672 0.247 2.536
S1 -0.571 1.635 2.105
N2 -1.600 -0.917 1.902
N3 -0.797 -0.878 0.749
C2 -1.349 -1.916 -0.173
C3 -0.629 -3.183 0.116
C4 -0.854 -3.737 1.370
C5 -0.842 -5.088 1.518
C6 -0.492 -5.845 0.388
C7 0.094 -5.247 -0.680
C8 0.338 -3.822 -0.790
O1 1.230 -3.339 -1.522
H1 -2.488 1.255 4.136
H2 -3.070 -0.300 3.801
H3 -2.363 -2.004 0.285
H4 -1.213 -3.082 2.203
H5 -1.187 -5.571 2.425
H6 -0.647 -6.930 0.409
H7 0.496 -5.800 -1.520
C9 2.997 3.074 2.219
C10 2.996 1.728 3.028
C11 4.311 1.519 3.814
P1 2.541 0.324 1.854
C12 2.429 -1.324 2.695
C13 3.726 -1.973 3.059
C14 1.443 -1.267 3.870
C15 3.821 0.341 0.611
C16 5.115 -0.065 0.827
C17 6.033 -0.059 -0.218
C18 5.620 0.295 -1.511
C19 4.325 0.636 -1.761
C20 3.350 0.558 -0.731
N4 1.974 0.526 -0.972
C21 1.504 0.414 -2.303
C22 1.999 -0.519 -3.261
C23 1.355 -0.625 -4.476
C24 0.403 0.338 -4.867
C25 0.070 1.341 -3.968
C26 0.562 1.383 -2.688
P2 -0.268 2.184 -1.222
C27 0.029 4.032 -1.124
C28 1.356 4.466 -1.717
C29 -1.172 4.613 -1.932
C30 -5.031 3.153 1.093
C31 -4.725 2.991 -0.346
C32 -6.407 3.196 1.642
H8 3.326 3.915 2.876
H9 1.991 3.398 1.866
H10 3.724 3.002 1.378
H11 2.201 1.771 3.731
H12 5.126 1.545 3.108
H13 4.378 0.570 4.392
H14 4.380 2.378 4.511
H15 1.920 -1.972 1.893
H16 4.482 -1.296 3.466
H17 4.228 -2.535 2.229
H18 3.509 -2.726 3.862
H19 1.797 -0.772 4.791
H20 1.189 -2.316 4.125
H21 0.510 -0.744 3.547
H22 5.500 -0.291 1.826
H23 7.091 -0.289 -0.015
H24 6.327 0.130 -2.310
H25 4.038 0.961 -2.750
H26 2.801 -1.219 -3.072
H27 1.568 -1.439 -5.147
H28 -0.092 0.227 -5.841
H29 -0.576 2.147 -4.355
H30 -0.053 4.370 -0.102
H31 1.474 4.161 -2.793
H32 2.224 3.967 -1.214
H33 1.469 5.565 -1.681
H34 -1.071 4.425 -3.008
H35 -1.229 5.691 -1.825
H36 -2.125 4.111 -1.622
H37 -4.282 3.172 1.841
H38 -4.007 2.124 -0.455
H39 -4.314 3.856 -0.858
H40 -5.678 2.786 -0.825
H41 -6.665 4.204 1.950
H42 -6.410 2.536 2.498
H43 -7.146 2.831 0.867
Cl1 -2.315 -3.643 -4.678
C33 -3.198 -3.074 -3.277
C34 -4.501 -3.709 -3.289
C35 -5.398 -3.543 -2.242
C36 -5.169 -2.537 -1.316
C37 -3.987 -1.828 -1.384
C38 -2.902 -2.160 -2.194
C39 -1.594 -1.517 -1.683
H44 -4.719 -4.393 -4.088
H45 -6.345 -4.067 -2.287
H46 -5.846 -2.317 -0.495
H47 -3.856 -1.003 -0.663
H48 -1.742 -0.430 -1.784
H49 -0.717 -1.805 -2.280

Values from the calculation:
2S+1 = 3
E_tot = -3417.649636 a.u.
Expectation value of S² = 2.0644
Total charge = 0
E_LUMO (spin up / spin down) = -3.3 / -3.3 eV
Highest occupied orbital energy (spin up / spin down) = -5.3 / -5.1 eV
Energy relative to the best compared isomer or geometry (same formula, charge and spin) = 7.7 kcal per mole
HOMO-LUMO gap (spin up / spin down) = 0.07243 / 0.06548 Eh

(2)
This record from the Open Molecules 2025 dataset describes C4H9N3O in the gas phase. The level of theory is ωB97M-V with the def2-TZVPD basis set.

Element x y z (Å)
C1 0.698 2.358 -0.345
N1 0.282 0.981 -0.139
C2 1.010 0.050 -0.962
C3 0.231 -1.284 -1.003
N2 -0.409 -1.874 -0.098
N3 -0.709 -1.227 1.085
C4 -1.593 -1.972 1.907
O1 -2.218 -1.526 2.846
H1 1.711 2.506 0.007
H2 0.686 2.628 -1.451
H3 0.055 2.996 0.281
H4 -0.696 0.940 -0.419
H5 1.941 0.053 -0.422
H6 1.067 0.405 -1.972
H7 0.382 -1.810 -1.894
H8 -0.792 -0.200 1.015
H9 -1.645 -3.023 1.566

Values from the calculation:
2S+1 = 1
E_tot = -397.254305 a.u.
Total charge = 0
E_LUMO = 0.7 eV
Highest occupied orbital energy = -9.3 eV
Structure (SMILES) = CNC/C=N\NC=O
Energy relative to the best compared isomer or geometry (same formula, charge and spin) = 60.5 kcal per mole
HOMO-LUMO gap = 0.36435 Eh